The following is a DFT calculation (ωB97M-V/def2-TZVPD) of a 2-piece molecular cluster, C4H9NO2 overall at a distorted geometry.

The calculation puts the relative energy (zero: lowest compared OMol25 entry of this formula, charge and spin) at 9.252 eV. For the molar mass, the calculation gives 103.12 g/mol. The largest force on an atom comes out at 6.69 eV Å⁻¹. The total charge is 0. Its spin multiplicity is 1.

```
16
C4H9NO2 | the Open Molecules 2025 dataset | ωB97M-V/def2-TZVPD
O 2.4910 -0.4014 -0.6100
C 1.8903 0.3639 0.3301
C 0.4892 0.8444 -0.0859
C 0.5137 0.2490 1.2693
C -2.9515 -0.3274 0.0597
O -1.6726 -0.8145 0.3549
N 0.0713 0.1543 -1.2698
H 2.5358 1.0956 0.8525
H 0.3807 2.0049 -0.0816
H 0.3632 1.0537 2.0267
H 0.0864 -0.7271 1.4682
H -3.0923 0.7935 -0.0385
H -3.3943 -0.6933 -0.8571
H -3.7427 -0.6747 0.7763
H 0.7663 -0.3374 -1.6891
H -0.5985 -0.6476 -0.9664
```

Löwdin population analysis, charges in e, atoms 1 to 5: 0.002 -0.236 -0.326 0.083 -0.264